Record 1
ORCA calculation (ωB97M-V with the def2-TZVPD basis set) on 7 unconnected molecules or ions with the total composition C14H41O7.

Properties
Net charge: -1

Positions of all 62 atoms, in Å:
O 16.80526 2.70568 -6.48788
H 16.73879 1.84468 -6.03031
H 15.87597 3.02213 -6.68588
H 17.40048 2.59970 -7.26719
C 14.86537 5.66436 -6.13848
C 13.83370 4.54050 -6.06985
C 12.43524 5.08139 -6.07637
O 14.03373 3.68955 -7.14835
H 15.90051 5.31650 -6.19807
H 14.78529 6.26823 -5.22266
H 14.79573 6.35454 -6.98166
H 13.92677 4.09453 -5.05568
H 12.21855 5.75453 -5.23885
H 11.76311 4.23283 -5.91676
H 12.22048 5.54932 -7.03839
C 16.79816 4.93890 -9.60423
C 16.23016 4.75399 -11.05916
C 17.13115 3.71161 -11.78364
O 14.88869 4.57229 -11.07517
H 17.87750 4.75877 -9.54183
H 16.38849 4.22723 -8.87837
H 16.50316 5.90795 -9.19714
H 16.46180 5.72977 -11.53031
H 18.19819 3.61519 -11.56367
H 16.99646 3.85032 -12.86096
H 16.68679 2.72862 -11.57810
C 18.87078 -0.45229 -8.25985
C 18.58364 0.64760 -9.24922
O 17.53688 1.52212 -8.85976
H 19.13563 -0.00955 -7.29508
H 19.74653 -1.03227 -8.55204
H 17.98598 -1.06956 -8.10326
H 18.22615 0.28365 -10.21656
H 19.50491 1.19449 -9.45649
H 16.67226 1.26431 -9.18828
C 20.97436 5.42501 -6.12616
C 20.44907 5.15550 -7.53049
O 19.46857 4.15467 -7.60190
H 21.84410 6.08165 -6.15955
H 21.16997 4.50301 -5.57403
H 20.24198 5.94553 -5.50289
H 21.33383 4.83641 -8.09934
H 20.00842 6.01063 -8.04408
H 19.90940 3.38884 -7.21298
C 12.96294 0.80015 -5.88017
C 14.11934 -0.19434 -6.04163
O 15.28686 0.40000 -6.61904
H 12.19166 0.28428 -5.30140
H 12.60206 1.05457 -6.87596
H 13.17302 1.72944 -5.35041
H 13.70248 -1.02151 -6.61905
H 14.37164 -0.57368 -5.04954
H 15.05569 0.63977 -7.52442
C 18.20168 0.87578 -3.50097
C 16.69134 0.68793 -3.25399
O 15.90964 1.76850 -3.79294
H 18.37672 1.90576 -3.81570
H 18.54908 0.20521 -4.28793
H 18.82875 0.69052 -2.63023
H 16.50715 0.59047 -2.18096
H 16.33486 -0.24390 -3.69873
H 15.08102 1.31376 -3.98000

Forces on atoms 1 to 6 (eV/Å):
O 1.3 -0.3 0.8
H -0.5 0.0 0.0
H -2.1 0.9 -1.0
H -0.6 0.1 -0.6
C 0.4 0.8 0.8
C 1.0 -0.1 -1.5

Atomic partial charges in e from the Löwdin method, atoms 1 to 5:
1 O 0.203
2 H 0.103
3 H 0.104
4 H 0.107
5 C -0.097

---

Record 2
ORCA calculation (ωB97M-V with the def2-TZVPD basis set) on a molecular structure, C14H42BaO7.

Properties
Net charge: +2

Positions of all 64 atoms, in Å:
Ba -0.44993 -0.11723 0.69494
C -3.06634 -6.61034 -2.91637
C -3.51559 -5.64389 -1.77385
O -3.17612 -4.30913 -2.11772
H -3.78378 -6.46874 -3.72465
H -3.00633 -7.66824 -2.66073
H -2.06827 -6.40882 -3.30543
H -2.98482 -5.82028 -0.83830
H -4.56490 -5.77591 -1.50999
H -3.46651 -4.19268 -3.02531
C 2.88729 -6.49321 0.24222
C 3.58093 -5.13407 0.02010
O 2.71842 -4.26611 -0.67265
H 3.65865 -7.25431 0.35979
H 2.32121 -6.88579 -0.60249
H 2.24313 -6.43154 1.11935
H 4.51083 -5.28894 -0.52707
H 3.80523 -4.71934 1.00285
H 2.69276 -4.53822 -1.59292
C -7.97789 -0.76386 0.31890
C -7.22294 0.50902 -0.03255
O -6.15329 0.64277 0.93328
H -7.30923 -1.62216 0.25331
H -8.87720 -0.95841 -0.26547
H -8.21198 -0.71402 1.38230
H -7.85158 1.38590 0.12236
H -6.85117 0.62024 -1.05113
H -6.59418 0.95648 1.72624
C -0.04679 5.61735 5.46304
C -0.93532 4.52699 4.96951
O -0.78372 4.45309 3.54204
H 0.96783 5.31496 5.20378
H -0.04843 5.70295 6.54967
H -0.24611 6.59946 5.03429
H -1.98134 4.66505 5.24313
H -0.72505 3.53354 5.36566
H -1.14904 5.27257 3.20059
C 6.33504 -0.33795 3.67733
C 5.22009 0.63067 4.17268
O 4.02205 -0.10219 4.02530
H 6.30508 -1.28473 4.21660
H 7.33347 0.04245 3.89304
H 6.18934 -0.57912 2.62438
H 5.19112 1.54313 3.57713
H 5.36844 0.83772 5.23250
H 4.08801 -0.79204 4.68964
C -3.01865 4.71547 -4.98498
C -2.05592 4.19956 -3.88940
O -1.68297 2.83637 -4.03253
H -3.52967 5.62129 -4.65871
H -3.77739 3.94497 -5.12193
H -2.58861 4.75863 -5.98563
H -2.43068 4.35826 -2.87822
H -1.19389 4.86499 -3.84267
H -1.43785 2.71507 -4.95276
C 5.79424 1.69285 -2.52689
C 4.56452 2.55212 -2.74840
O 3.84000 2.59117 -1.55077
H 6.54802 1.83923 -3.30051
H 5.54890 0.63082 -2.52888
H 6.21083 1.90177 -1.54154
H 4.00149 2.11852 -3.57490
H 4.70605 3.59594 -3.02857
H 4.11048 3.38990 -1.09200

Forces on atoms 1 to 6 (eV/Å):
Ba 0.1 0.1 -0.1
C -0.4 0.4 0.5
C 1.2 -1.2 0.0
O -0.3 0.4 0.0
H 0.1 -0.3 -0.2
H -0.5 0.1 0.3

Atomic partial charges in e from the Löwdin method, atoms 1 to 5:
1 Ba 1.945
2 C -0.072
3 C -0.308
4 O -0.112
5 H 0.073

---

Record 3
ORCA calculation (ωB97M-V with the def2-TZVPD basis set) on 7 unconnected molecules or ions with the total composition C14H42IN12O10P.

Properties
SMILES string: CC(C)CCO[C@@H](O)COCP(O)I.NC(N)=O.NC(N)=O.NC(N)=O.NC(N)=O.NC(N)=O.NC(N)=O

Positions of all 80 atoms, in Å:
C 3.10885 -0.12231 0.72225
C 3.48389 1.26395 -0.13543
C 4.66454 2.07159 0.73064
C 2.14687 2.21138 -0.05126
C 2.21100 3.58378 -0.94627
O 0.80133 4.08471 -1.03286
C 0.37184 4.65002 0.25604
O -0.25715 5.99619 0.05261
C -0.69315 3.69024 1.09159
O -1.85347 3.25405 0.29934
C -2.01638 1.79125 0.30152
P -3.91556 1.37286 0.19721
O -4.02996 -0.13360 -0.72939
I -5.06968 3.22727 -0.93712
H 2.96560 0.24670 1.83784
H 3.91218 -0.96458 0.60333
H 2.03032 -0.42972 0.33402
H 3.81867 1.02687 -1.24176
H 4.73925 3.19559 0.41197
H 5.65424 1.45756 0.61813
H 4.36481 2.06350 1.88311
H 2.04682 2.55816 1.08626
H 1.13933 1.65826 -0.34278
H 2.69274 3.42979 -2.02572
H 2.92692 4.35547 -0.39312
H 1.29683 4.80039 0.99059
H -0.97247 5.93455 -0.65052
H -0.09428 2.78946 1.59541
H -1.05216 4.35821 2.01234
H -1.62474 1.25515 1.26907
H -1.50094 1.39696 -0.69392
H -3.95884 -0.87742 -0.05778
N -2.17097 -3.93542 1.19914
C -2.41885 -2.64412 1.48340
N -1.40326 -1.99966 2.08580
O -3.47936 -2.10121 1.21631
H -1.30420 -4.39994 1.41120
H -2.90943 -4.45702 0.74532
H -1.54858 -1.02562 2.31718
H -0.52278 -2.42967 2.31374
N -2.40693 1.14918 -3.49682
C -2.28214 0.81945 -4.79505
N -2.96618 -0.27967 -5.16065
O -1.60326 1.46529 -5.57786
H -2.96121 0.62995 -2.83712
H -1.90801 1.97028 -3.18023
H -2.89928 -0.56268 -6.12958
H -3.53041 -0.82446 -4.53059
N 4.51784 1.62115 -5.93454
C 3.96231 1.56973 -4.71044
N 2.75421 2.15451 -4.62007
O 4.51005 1.03567 -3.75884
H 4.08237 2.05630 -6.73018
H 5.42740 1.19258 -6.04584
H 2.30112 2.13816 -3.71572
H 2.28727 2.59924 -5.39228
N -7.47574 -2.42308 4.68304
C -6.17266 -2.12192 4.53814
N -5.70506 -2.25275 3.28360
O -5.47142 -1.75928 5.46956
H -8.06922 -2.72330 3.92826
H -7.86758 -2.33779 5.61176
H -4.72878 -2.03598 3.13105
H -6.26696 -2.54999 2.50383
N 3.39137 -2.86368 -1.41786
C 2.27978 -3.44102 -1.90851
N 1.87423 -2.95382 -3.09502
O 1.68719 -4.33459 -1.32444
H 3.89310 -2.12680 -1.88404
H 3.73054 -3.20118 -0.52656
H 1.04113 -3.36087 -3.49956
H 2.34888 -2.21848 -3.59112
N 0.99230 -4.62808 5.16370
C 1.22244 -3.42071 4.61690
N 1.75736 -2.51858 5.45930
O 0.96665 -3.16454 3.45082
H 1.19621 -4.85796 6.12162
H 0.59015 -5.33628 4.56363
H 1.94624 -1.59682 5.08770
H 1.97488 -2.71080 6.42256

Forces on atoms 1 to 6 (eV/Å):
C -0.8 1.5 -0.6
C -0.3 0.3 1.6
C -0.7 -0.8 0.0
C 0.2 0.3 -0.1
C 0.6 -0.5 0.7
O 1.5 0.5 2.0

Atomic partial charges in e from the Löwdin method, atoms 1 to 5:
1 C -0.115
2 C -0.352
3 C -0.110
4 C -0.180
5 C -0.166

---

| no. | gap between HOMO and LUMO (Eh) |
| --- | --- |
| 1 | 0.1446 |
| 2 | 0.1999 |
| 3 | 0.3057 |